Entry 1:
126
Properties=species:S:1:pos:R:3:lowdin_spin:R:1 method="wB97M-V/def2-TZVPD" charge=+1 multiplicity=4 relative_energy_kj_mol=55.34 homo_energy_ha="-0.2846 / -0.3574" e_tot_ev=-125780.768 orbital_gap_ev="4.97 / 6.04" s2=3.778
W 0.054 -1.037 0.139 0.87
Sb -2.212 1.758 -1.665 0.31
S 0.969 -3.166 -0.828 0.02
S 0.726 1.061 1.307 0.04
S -0.075 0.232 -1.943 0.41
P 1.811 -1.722 2.069 0.00
P 2.476 -0.131 -0.713 0.02
O -0.752 -2.597 1.416 0.04
N -0.930 -3.820 0.908 0.01
N -1.755 -0.224 1.036 0.18
N -1.728 -1.862 -0.915 0.14
N -0.763 2.559 2.938 0.02
N 4.209 -0.723 2.937 0.00
N -1.850 0.825 1.931 0.00
N 4.713 0.680 0.584 0.00
C -1.716 -2.466 -2.126 0.03
C -4.858 4.118 0.997 0.00
C -2.801 -3.100 -2.659 0.08
C 0.153 5.311 -4.062 0.00
C 6.782 1.484 1.490 0.00
C -5.560 4.621 -1.245 0.01
C -3.358 0.697 -3.095 0.01
C -1.240 3.275 -2.772 0.01
C -3.519 -0.624 -5.107 0.00
C -0.157 -4.252 -0.109 0.01
C 5.351 -0.003 2.794 0.00
C 3.348 -0.713 1.956 0.00
C 2.531 1.602 -1.280 0.00
C 6.296 0.023 3.844 0.00
C 3.525 -1.017 -2.013 0.00
C 7.434 0.763 3.703 0.00
C 0.395 3.379 3.257 0.00
C -3.793 3.032 -0.868 0.17
C -0.630 4.430 -4.794 0.00
C 3.624 -0.026 0.734 0.00
C -2.759 0.106 -4.205 0.01
C 0.050 -0.785 4.090 0.00
C 0.663 4.459 2.219 0.00
C 2.623 -3.351 1.914 0.00
C 2.673 -1.362 -3.239 0.01
C 0.237 5.180 -2.683 0.00
C -4.166 -0.376 1.511 0.02
C -1.325 3.414 -4.151 0.00
C -2.941 -0.786 0.766 0.17
C -4.723 0.519 -2.886 0.01
C 5.598 0.723 1.613 0.00
C -2.109 -5.853 1.054 0.00
C -4.077 -2.415 -0.760 0.04
C -0.457 4.165 -2.041 0.01
C 7.678 1.501 2.520 0.00
C 1.165 -1.796 3.852 0.00
C -0.349 -5.565 -0.552 0.00
C -4.007 -3.115 -1.927 0.06
C -1.311 -6.361 0.022 0.00
C 4.650 -0.087 -2.503 0.00
C -2.939 -1.722 -0.279 0.11
C -0.767 1.489 2.099 0.04
C -3.910 3.229 0.501 0.01
C -5.480 -0.226 -3.780 0.00
C 0.602 -3.206 4.111 0.00
C -4.880 -0.793 -4.894 0.01
C 4.200 -2.264 -1.435 0.00
C -4.616 3.735 -1.741 0.02
C -5.682 4.813 0.126 -0.01
C 2.252 -1.558 4.905 0.00
C -1.898 -4.572 1.474 0.00
H 1.768 2.180 -0.772 0.00
H -2.451 -4.066 2.252 0.00
H -0.387 4.076 -0.961 0.00
H 6.085 -0.546 4.739 0.00
H 2.326 1.638 -2.346 0.00
H -5.471 -1.366 -5.597 0.00
H 0.266 -5.918 -1.367 0.00
H 1.273 2.738 3.376 0.00
H 2.267 -0.462 -3.702 0.01
H 6.945 2.036 0.574 0.00
H 3.104 -2.225 4.800 0.00
H -0.780 -0.912 3.400 0.00
H 3.525 1.991 -1.069 0.00
H 5.306 0.228 -1.695 0.00
H -1.457 -7.371 -0.333 0.00
H 1.494 5.092 2.533 0.00
H 3.315 -1.859 -3.971 0.00
H 0.692 6.103 -4.566 0.00
H -2.724 -3.555 -3.635 0.00
H 1.388 -3.958 4.163 0.00
H -4.359 0.687 1.370 0.01
H 0.417 0.237 4.022 0.00
H 1.793 -1.739 5.881 0.00
H -0.704 4.535 -5.869 0.00
H -1.599 2.662 3.488 0.00
H -4.031 -0.525 2.584 0.01
H -0.783 -2.414 -2.664 0.00
H 3.264 -3.499 2.784 0.00
H 4.823 -2.024 -0.571 0.00
H 3.234 -3.373 1.015 0.00
H 4.273 0.796 -3.013 0.00
H 0.206 3.832 4.230 0.00
H -1.691 0.201 -4.363 0.00
H -4.877 -3.634 -2.307 0.00
H 1.840 -2.022 -3.018 0.00
H -1.938 2.738 -4.737 0.00
H -4.530 3.596 -2.814 0.00
H -0.327 -0.930 5.105 0.00
H 1.894 -4.157 1.857 0.00
H -5.039 -0.932 1.181 0.00
H 0.918 4.017 1.255 0.00
H -6.418 5.507 0.511 0.00
H 4.859 -2.676 -2.202 0.00
H 8.164 0.792 4.501 0.00
H -5.007 -2.356 -0.215 0.00
H -6.541 -0.357 -3.607 0.00
H 0.114 -3.184 5.088 0.00
H -2.885 -6.442 1.518 0.00
H -0.218 5.087 2.086 0.00
H 2.622 -0.535 4.887 0.00
H 3.494 -3.043 -1.162 0.00
H -6.200 5.165 -1.928 0.00
H -0.138 -3.508 3.377 0.00
H 0.840 5.871 -2.107 0.00
H 8.588 2.079 2.438 0.00
H -3.272 2.681 1.184 0.00
H 5.244 -0.650 -3.227 0.00
H -3.046 -1.067 -5.974 0.00
H -5.207 0.968 -2.025 0.00
H -4.952 4.267 2.066 0.00

Entry 2:
122
Properties=species:S:1:pos:R:3:lowdin_spin:R:1 method="wB97M-V/def2-TZVPD" charge=-1 multiplicity=2 relative_energy_kj_mol=0.00 homo_energy_ha="-0.1361 / -0.1638" e_tot_ev=-120742.521 orbital_gap_ev="5.95 / 6.71" s2=0.756
Ti 0.111 -0.612 -0.284 0.91
P -0.777 1.678 1.701 0.01
P 2.783 0.321 -2.066 0.00
P -1.240 -2.344 1.329 0.01
Si -2.294 0.331 -0.649 0.01
O -3.334 5.273 -7.876 0.00
N -1.848 -3.672 -3.042 0.02
N 1.533 0.152 -1.239 -0.01
N -1.379 -5.275 -4.916 0.01
N -0.790 -2.147 -1.440 0.01
C -2.644 3.908 1.525 0.00
C -2.591 1.390 3.972 0.00
C -3.415 -0.702 0.609 0.00
C 2.918 -2.521 -2.133 0.00
C 5.011 -1.539 -3.026 0.00
C -2.842 0.996 5.294 0.00
C 3.130 3.213 -2.003 0.00
C 0.108 3.891 3.151 0.00
C -2.141 -5.143 0.570 0.00
C -5.810 -1.004 1.231 0.00
C -0.238 0.950 4.271 0.00
C -3.864 2.711 -0.611 0.00
C -2.862 2.015 0.016 0.00
C -3.094 0.223 -2.356 0.00
C -3.782 4.506 1.010 0.00
C -1.485 -4.456 -4.067 0.00
C 1.699 -0.627 -4.602 0.00
C -1.816 -6.367 -0.063 0.00
C 4.336 -1.352 -0.529 0.00
C -0.406 0.705 5.599 0.00
C -1.159 -4.190 0.840 0.00
C -1.225 -3.011 5.500 0.00
C 0.477 -2.246 3.509 0.00
C -0.862 -2.431 3.142 0.00
C -3.080 -1.780 1.363 0.00
C -4.300 3.901 -0.128 0.00
C 3.696 1.803 -0.003 0.00
C -5.446 -2.146 1.988 0.00
C 0.268 3.132 2.017 0.00
C 1.935 4.773 1.341 0.00
C 2.130 0.620 -3.881 0.00
C -4.086 -2.565 1.957 0.00
C 3.891 -1.258 -1.998 0.00
C 1.179 3.583 1.153 0.00
C -4.784 -0.382 0.526 0.00
C 0.159 -4.561 0.537 0.00
C 1.621 5.670 2.358 0.00
C 3.742 1.874 -1.578 0.00
C 5.192 1.769 -2.124 0.00
C -1.203 -3.004 -2.124 0.03
C 0.980 -2.421 4.772 0.00
C 0.782 1.442 -3.633 0.00
C -1.701 -2.865 4.192 0.00
C 0.480 -5.797 0.057 0.00
C 0.717 5.194 3.354 0.00
C -0.499 -6.680 -0.329 0.00
C -1.747 0.692 6.088 0.00
C -1.301 1.326 3.456 0.00
C 0.119 -2.864 5.785 0.00
C -2.158 2.713 0.989 0.00
C 3.090 1.258 -4.913 0.00
H 5.673 2.791 -2.083 0.00
H 1.504 -6.071 -0.048 0.00
H -3.444 1.617 3.364 0.00
H 0.521 -3.099 6.745 0.00
H 2.002 -2.386 -1.529 0.00
H 5.962 -1.085 -2.769 0.00
H 1.346 2.948 0.290 0.00
H -5.119 0.456 -0.095 0.00
H 3.974 0.610 -5.136 0.00
H 1.168 -1.747 2.769 0.00
H 2.650 5.053 0.640 0.00
H -4.017 0.667 -2.565 0.00
H 2.590 -1.177 -5.074 0.00
H -3.917 5.030 -8.594 0.00
H 0.961 -1.411 0.947 0.00
H -1.860 -3.466 6.204 0.00
H 0.734 0.840 3.878 0.00
H 3.362 -3.454 -1.822 0.00
H 1.017 -0.363 -5.440 0.00
H 0.351 5.757 4.259 0.00
H 0.395 0.363 6.171 0.00
H 4.465 1.148 0.402 0.00
H 3.881 2.803 0.387 0.00
H 3.214 3.323 -3.078 0.00
H 3.425 -1.282 0.127 0.00
H -4.409 2.315 -1.485 0.00
H 4.864 -1.158 -4.030 0.00
H -2.179 4.390 2.392 0.00
H -6.790 -0.598 1.246 0.00
H 0.795 2.109 -2.802 0.00
H -2.655 -6.952 -0.350 0.00
H 4.668 -2.392 -0.376 0.00
H -1.921 0.382 7.121 0.00
H -0.343 -7.581 -0.886 0.00
H 5.132 -0.600 -0.270 0.00
H 2.677 -2.623 -3.212 0.00
H 2.011 -2.110 4.967 0.00
H -4.279 5.360 1.521 0.00
H -3.238 -0.754 -2.794 0.00
H -2.341 0.570 -3.118 0.00
H 2.722 1.431 0.358 0.00
H -0.727 3.524 3.759 0.00
H 5.899 1.171 -1.524 0.00
H -3.796 1.043 5.771 0.00
H -3.207 -4.995 0.709 0.00
H 2.044 6.687 2.411 0.00
H 3.801 3.940 -1.435 0.00
H 5.194 -2.621 -3.117 0.00
H -5.075 4.343 -0.749 0.00
H 0.017 0.793 -3.501 0.00
H 0.429 1.970 -4.578 0.00
H -3.853 -3.532 2.435 0.00
H -2.774 -3.112 3.973 0.00
H 2.074 3.350 -1.787 0.00
H 0.966 -3.854 0.724 0.00
H -6.140 -2.808 2.488 0.00
H 5.300 1.491 -3.138 0.00
H 1.106 -1.275 -3.967 0.00
H -2.713 4.602 -7.864 0.00
H 3.454 2.237 -4.589 0.00
H 2.561 1.338 -5.846 0.00